(w)
The following is a quantum chemistry calculation of a 13-piece molecular cluster, C28H89N7O13 overall, from the Open Molecules 2025 dataset.

Geometry as XYZ:
```
137
Properties=species:S:1:pos:R:3:mulliken_charge:R:1
O -14.47 16.45 -5.41 -0.64
H -13.84 16.34 -4.70 0.31
H -14.09 17.13 -5.97 0.31
O -16.65 22.28 -4.51 -0.64
H -16.25 21.96 -3.70 0.32
H -17.58 22.05 -4.42 0.32
O -15.76 21.08 -0.25 -0.67
H -15.08 20.92 -0.91 0.32
H -15.27 21.33 0.53 0.30
O -14.31 19.93 -7.08 -0.60
H -14.54 19.80 -8.00 0.30
H -14.80 20.71 -6.82 0.32
O -8.03 13.34 -2.35 -0.63
H -8.82 12.80 -2.34 0.32
H -8.10 13.88 -1.57 0.31
O -11.80 16.52 -2.35 -0.61
H -11.87 16.29 -1.43 0.29
H -11.10 17.18 -2.39 0.30
C -9.39 10.51 -8.90 -1.49
C -9.00 11.96 -8.96 0.50
C -10.01 12.87 -8.19 -0.92
O -9.66 14.27 -8.26 -0.34
C -10.62 15.11 -7.59 -0.71
N -7.75 12.06 -8.24 -0.70
H -8.75 9.99 -9.61 0.37
H -10.43 10.36 -9.22 0.35
H -9.38 9.98 -7.95 0.41
H -8.87 12.40 -9.95 0.28
H -10.09 12.58 -7.14 0.35
H -11.02 12.80 -8.59 0.46
H -11.58 15.16 -8.12 0.29
H -10.07 16.05 -7.51 0.26
H -10.75 14.77 -6.56 0.32
H -7.73 11.29 -7.59 0.29
H -7.85 12.88 -7.67 0.27
C -10.01 30.42 -7.31 -1.22
C -9.59 29.20 -8.09 0.40
C -9.66 27.82 -7.31 -0.81
O -9.18 26.69 -8.12 -0.31
C -9.72 25.50 -7.62 -0.74
N -10.39 29.29 -9.36 -0.78
H -9.13 30.59 -6.69 0.32
H -10.96 30.27 -6.80 0.32
H -10.32 31.27 -7.90 0.38
H -8.53 29.09 -8.34 0.29
H -10.71 27.60 -7.12 0.39
H -9.10 27.67 -6.38 0.35
H -9.19 24.69 -8.12 0.25
H -10.72 25.37 -8.04 0.32
H -9.45 25.30 -6.58 0.31
H -10.01 28.55 -9.94 0.27
H -10.11 30.19 -9.74 0.24
C -16.05 21.72 4.31 -1.40
C -15.22 22.79 3.54 0.42
C -14.85 23.85 4.67 -1.08
O -13.84 24.78 4.34 -0.33
C -14.02 25.59 3.15 -0.75
N -14.05 22.24 3.04 -0.62
H -16.35 22.12 5.28 0.33
H -15.44 20.82 4.46 0.36
H -16.95 21.33 3.84 0.32
H -15.91 23.21 2.81 0.52
H -14.45 23.29 5.51 0.43
H -15.70 24.44 5.02 0.43
H -13.15 26.23 3.05 0.24
H -14.83 26.27 3.41 0.32
H -14.18 25.11 2.18 0.32
H -13.46 22.01 3.83 0.23
H -13.46 23.04 2.88 0.28
C -8.74 20.70 3.47 -1.28
C -8.93 21.35 4.91 0.37
C -8.33 22.77 4.99 -0.82
O -6.95 22.70 4.51 -0.32
C -6.52 24.00 4.13 -0.84
N -10.34 21.44 5.06 -0.54
H -9.43 19.91 3.18 0.40
H -7.71 20.36 3.44 0.34
H -8.89 21.47 2.71 0.25
H -8.54 20.62 5.63 0.23
H -8.45 23.34 5.91 0.47
H -8.96 23.39 4.35 0.39
H -6.89 24.36 3.17 0.32
H -5.43 23.98 4.07 0.26
H -6.78 24.82 4.80 0.33
H -10.75 20.55 5.28 0.23
H -10.61 22.08 5.79 0.20
C -6.49 19.30 -9.25 -1.45
C -5.32 20.09 -9.98 0.57
C -5.71 21.49 -10.58 -0.74
O -6.86 21.52 -11.47 -0.35
C -6.93 20.64 -12.57 -0.76
N -4.31 20.43 -9.05 -0.70
H -7.42 19.37 -9.80 0.30
H -6.68 19.68 -8.25 0.38
H -6.41 18.21 -9.22 0.38
H -4.86 19.45 -10.74 0.30
H -4.85 21.90 -11.12 0.40
H -5.96 22.20 -9.78 0.31
H -7.50 20.98 -13.44 0.29
H -7.23 19.62 -12.31 0.27
H -5.95 20.53 -13.03 0.30
H -3.98 19.52 -8.78 0.26
H -3.54 20.75 -9.62 0.25
C -10.52 21.51 -1.55 -1.36
C -11.13 21.12 -2.91 0.36
C -10.18 20.29 -3.83 -0.90
O -9.65 19.10 -3.25 -0.16
C -8.30 18.95 -3.13 -0.75
N -12.38 20.36 -2.67 -0.60
H -9.57 22.04 -1.64 0.36
H -10.15 20.57 -1.15 0.24
H -11.17 21.96 -0.80 0.35
H -11.33 22.05 -3.44 0.34
H -9.44 21.06 -4.05 0.39
H -10.52 20.11 -4.85 0.49
H -8.15 18.02 -2.59 0.23
H -7.84 19.73 -2.52 0.30
H -7.78 18.94 -4.09 0.30
H -12.15 19.43 -2.34 0.22
H -12.80 20.17 -3.57 0.26
C -2.44 25.44 -5.72 -1.35
C -2.45 24.44 -4.51 0.19
C -3.81 24.24 -3.79 -0.49
O -3.57 23.34 -2.67 -0.33
C -4.59 23.45 -1.62 -0.64
N -2.02 23.20 -5.19 -0.74
H -2.74 26.45 -5.47 0.38
H -3.25 25.23 -6.41 0.32
H -1.53 25.51 -6.32 0.37
H -1.68 24.69 -3.77 0.33
H -4.62 23.86 -4.40 0.31
H -4.24 25.19 -3.46 0.36
H -4.00 23.40 -0.70 0.24
H -5.36 22.67 -1.53 0.20
H -5.10 24.41 -1.60 0.30
H -2.81 22.95 -5.77 0.24
H -1.98 22.47 -4.50 0.30
```

For the LUMO energy, the calculation gives 0.08 eV. The HOMO-LUMO gap comes out at 9.21 eV. As for the HOMO energy: -9.125 eV.

=====

(x)
The following is a quantum chemistry calculation of a 13-piece molecular cluster, C28H89N7O13 overall, from the Open Molecules 2025 dataset.

Geometry as XYZ:
```
137
Properties=species:S:1:pos:R:3:mulliken_charge:R:1
C -2.70 -4.39 8.16 -1.13
C -1.69 -5.36 7.49 0.35
C -2.22 -6.77 7.11 -0.38
O -1.35 -7.60 6.43 -0.37
C -0.29 -8.09 7.25 -0.60
N -1.16 -4.66 6.25 -0.70
H -3.63 -4.29 7.61 0.39
H -2.26 -3.43 8.43 0.39
H -3.02 -4.89 9.07 0.01
H -0.84 -5.55 8.14 0.22
H -3.12 -6.64 6.51 0.34
H -2.72 -7.17 8.00 0.17
H 0.13 -7.21 7.73 0.29
H 0.53 -8.40 6.61 0.32
H -0.60 -8.77 8.04 0.16
H -2.01 -4.66 5.71 0.31
H -0.42 -5.21 5.83 0.27
C -8.61 -3.99 14.35 -1.47
C -9.04 -5.42 14.76 1.43
C -9.01 -5.71 16.23 -0.57
O -10.00 -6.73 16.69 -0.43
C -9.71 -8.06 16.34 -0.59
N -10.37 -5.53 14.15 -0.71
H -9.39 -3.27 14.58 0.62
H -8.49 -3.90 13.27 0.46
H -7.61 -3.70 14.66 -0.12
H -8.44 -6.20 14.28 -0.57
H -9.38 -4.79 16.69 0.35
H -7.98 -5.86 16.56 0.30
H -10.64 -8.62 16.25 0.28
H -9.11 -8.53 17.12 0.29
H -9.21 -8.25 15.39 0.18
H -11.01 -5.48 14.93 0.30
H -10.54 -4.61 13.75 0.27
C -6.48 1.12 15.45 -1.31
C -5.45 0.09 14.77 0.41
C -5.90 -1.30 15.26 0.29
O -5.48 -1.63 16.57 -0.44
C -6.12 -2.76 17.08 -0.40
N -5.74 0.23 13.35 -0.67
H -6.21 1.31 16.49 0.30
H -7.51 0.76 15.37 0.31
H -6.48 2.10 14.97 0.41
H -4.40 0.34 14.93 0.32
H -5.34 -1.95 14.59 -0.40
H -6.96 -1.53 15.16 0.22
H -7.14 -2.69 17.46 0.33
H -5.65 -3.30 17.90 0.38
H -6.22 -3.48 16.26 -0.13
H -5.47 1.14 13.03 0.26
H -5.32 -0.47 12.75 0.18
C -7.14 -7.01 10.94 -1.85
C -5.66 -6.69 11.23 0.43
C -5.63 -5.66 12.44 -0.44
O -4.25 -5.39 12.78 0.36
C -4.03 -4.10 13.38 -1.24
N -5.00 -7.96 11.54 0.40
H -7.33 -7.65 10.07 0.49
H -7.66 -6.09 10.67 0.51
H -7.70 -7.51 11.73 0.42
H -5.12 -6.16 10.44 -0.33
H -6.22 -6.08 13.26 -0.31
H -6.04 -4.70 12.11 0.68
H -4.67 -4.12 14.26 0.23
H -4.42 -3.36 12.68 0.38
H -3.02 -3.83 13.67 0.47
H -4.10 -7.72 11.92 -0.08
H -5.52 -8.36 12.31 -0.06
C -1.05 -6.64 17.93 -1.47
C -2.49 -7.22 17.83 0.51
C -2.92 -7.75 16.45 -0.46
O -4.31 -8.02 16.55 -0.40
C -5.13 -7.96 15.40 -0.14
N -2.64 -8.21 18.86 -0.64
H -0.80 -6.34 18.95 0.41
H -0.85 -5.71 17.40 0.36
H -0.33 -7.35 17.51 0.33
H -3.06 -6.29 17.88 0.11
H -2.49 -8.66 16.02 0.34
H -2.84 -6.84 15.86 0.10
H -4.90 -8.54 14.51 -0.06
H -5.04 -6.96 14.98 -0.03
H -6.16 -8.22 15.61 0.44
H -2.26 -9.09 18.56 0.25
H -2.09 -8.01 19.69 0.28
C -14.51 -8.86 9.01 -1.34
C -14.32 -8.98 10.52 0.32
C -12.79 -9.25 10.89 -0.69
O -11.88 -8.24 10.35 -0.40
C -10.47 -8.54 10.61 -0.63
N -14.71 -7.75 11.14 -0.79
H -15.45 -8.40 8.72 0.38
H -14.44 -9.81 8.49 0.34
H -13.73 -8.17 8.69 0.26
H -14.93 -9.83 10.85 0.36
H -12.54 -10.24 10.51 0.38
H -12.71 -9.25 11.98 0.36
H -9.73 -8.13 9.91 0.25
H -10.17 -9.55 10.89 0.35
H -10.30 -8.07 11.58 0.17
H -14.25 -7.84 12.03 0.30
H -14.08 -7.07 10.72 0.35
C -7.52 -12.15 9.22 -1.29
C -7.37 -12.60 10.68 0.44
C -6.04 -13.24 11.08 -0.45
O -6.13 -13.46 12.45 -0.34
C -4.92 -13.88 13.03 -0.75
N -7.65 -11.41 11.46 -0.58
H -8.42 -11.59 8.99 0.30
H -7.36 -13.04 8.61 0.40
H -6.71 -11.45 9.00 0.22
H -8.18 -13.32 10.79 0.33
H -5.14 -12.66 10.84 0.16
H -5.92 -14.22 10.62 0.50
H -4.25 -13.04 13.23 0.19
H -4.39 -14.60 12.41 0.35
H -5.24 -14.47 13.88 0.29
H -7.45 -11.65 12.42 0.35
H -6.83 -10.83 11.29 0.03
O -1.93 -6.17 11.24 -0.63
H -2.20 -7.06 10.99 0.26
H -2.53 -5.93 11.95 0.29
O -3.04 -1.03 11.24 -0.60
H -2.51 -0.26 11.42 0.29
H -2.53 -1.77 11.58 0.33
O -0.75 -2.63 12.25 -0.61
H -0.02 -2.56 12.86 0.28
H -0.46 -3.25 11.59 0.30
O -4.65 -10.09 9.72 -0.74
H -4.80 -9.39 10.35 0.44
H -4.46 -10.86 10.25 0.12
O -4.59 -10.62 12.67 -0.40
H -4.70 -10.61 13.62 0.20
H -3.72 -10.23 12.53 0.21
O -2.14 -9.39 11.28 -0.55
H -2.44 -9.91 10.53 0.28
H -1.22 -9.64 11.39 0.25
```

For the LUMO energy, the calculation gives -0.11 eV. The HOMO-LUMO gap comes out at 8.90 eV. As for the HOMO energy: -9.007 eV.

=====

(x) has the most favorable energy; the next structure is 1.832 eV above.

=====

(w)
The following is a quantum chemistry calculation of a 2-piece molecular cluster, C2H4BrOP overall, from the Open Molecules 2025 dataset.

Geometry as XYZ:
```
9
Properties=species:S:1:pos:R:3:nbo_charge:R:1
C 1.12 1.44 0.57 0.06
C -0.77 -0.56 0.10 -1.04
O 0.48 1.99 -0.31 -0.50
P 0.62 -0.20 1.26 0.96
Br 3.72 -0.05 -0.40 -0.45
H 1.85 1.96 1.24 0.16
H -1.67 0.20 -0.20 0.31
H -1.17 -1.53 0.46 0.24
H -0.36 -0.70 -0.80 0.27
```

For the LUMO energy (alpha / beta), the calculation gives -3.74 / -3.74 eV. The HOMO-LUMO gap (alpha / beta) comes out at 5.76 / 5.76 eV. As for the HOMO energy (alpha / beta): -9.501 / -9.503 eV.

=====

(x)
The following is a quantum chemistry calculation of a 2-piece molecular cluster, C2H4BrOP overall, from the Open Molecules 2025 dataset.

Geometry as XYZ:
```
9
Properties=species:S:1:pos:R:3:nbo_charge:R:1
C 0.38 0.76 1.45 -0.70
C 1.31 0.14 0.49 -0.19
O -2.67 -0.82 -3.70 -0.95
P -2.15 -1.97 -2.99 0.95
Br 0.61 -0.40 -1.17 0.03
H -0.11 1.63 1.01 0.23
H 0.92 1.07 2.34 0.23
H -0.42 0.07 1.76 0.23
H 2.14 -0.47 0.82 0.19
```

For the LUMO energy (alpha / beta), the calculation gives -0.62 / -0.98 eV. The HOMO-LUMO gap (alpha / beta) comes out at 7.73 / 6.49 eV. As for the HOMO energy (alpha / beta): -8.353 / -7.472 eV.

=====

(x) has the most favorable energy; the next structure is 0.590 eV above.

=====

(w)
The following is a quantum chemistry calculation of a 2-piece molecular cluster, C3H10NO overall, from the Open Molecules 2025 dataset.

Geometry as XYZ:
```
15
Properties=species:S:1:pos:R:3:nbo_charge:R:1
C 0.33 -2.80 -0.66 -0.62
C 0.71 -1.51 0.06 -0.49
C 0.07 -0.39 -0.20 -0.36
N 0.46 0.86 0.58 -0.73
H -0.52 -2.66 -1.46 0.20
H 0.19 -3.71 -0.02 0.19
H 1.27 -3.18 -1.10 0.20
H 1.49 -1.66 0.80 0.18
H -0.70 -0.16 -0.90 0.18
H 0.43 0.65 1.58 0.37
H -0.29 1.58 0.48 0.45
H 1.30 1.26 0.09 0.40
H -1.05 3.75 -0.32 0.49
H -2.12 3.14 0.30 0.48
O -1.23 2.90 0.17 -0.94
```

For the LUMO energy (alpha / beta), the calculation gives -0.01 / -0.06 eV. The HOMO-LUMO gap (alpha / beta) comes out at 2.56 / 7.57 eV. The spin multiplicity is 2. As for the HOMO energy (alpha / beta): -2.574 / -7.624 eV.

=====

(x)
The following is a quantum chemistry calculation of a 2-piece molecular cluster, C3H10NO overall, from the Open Molecules 2025 dataset.

Geometry as XYZ:
```
15
Properties=species:S:1:pos:R:3:nbo_charge:R:1
C -0.65 -0.38 -0.78 -0.15
O 0.54 0.23 -0.23 -0.73
C -1.86 0.33 -0.33 -0.10
C -2.34 0.18 1.06 -0.69
N 3.68 -0.27 -0.06 -1.15
H -0.54 -0.43 -1.87 0.17
H -0.59 -1.41 -0.41 0.18
H 0.40 1.18 -0.30 0.47
H -2.31 1.03 -1.02 0.18
H -3.08 -0.62 1.14 0.23
H -2.82 1.09 1.41 0.22
H -1.50 -0.08 1.71 0.23
H 4.20 0.58 -0.01 0.37
H 4.21 -1.12 -0.17 0.37
H 2.68 -0.30 -0.12 0.40
```

For the LUMO energy (alpha / beta), the calculation gives 1.02 / 0.01 eV. The HOMO-LUMO gap (alpha / beta) comes out at 9.21 / 8.79 eV. The spin multiplicity is 2. As for the HOMO energy (alpha / beta): -8.192 / -8.778 eV.

=====

(y)
The following is a quantum chemistry calculation of a 2-piece molecular cluster, C3H10NO overall, from the Open Molecules 2025 dataset.

Geometry as XYZ:
```
15
Properties=species:S:1:pos:R:3:nbo_charge:R:1
C 2.78 0.02 0.48 -0.63
C 1.54 -0.47 -0.23 -0.43
C 0.39 0.28 -0.32 -0.37
N -0.90 -0.46 -0.52 -0.71
H 2.84 1.11 0.46 0.19
H 2.84 -0.23 1.55 0.18
H 3.69 -0.34 0.01 0.20
H 1.71 -1.45 -0.68 0.17
H 0.22 1.34 -0.35 0.18
H -0.76 -1.42 -0.16 0.38
H -1.75 -0.11 -0.06 0.43
H -1.12 -0.58 -1.50 0.39
H -4.23 0.08 0.49 0.48
H -3.73 1.55 0.58 0.49
O -3.52 0.67 0.25 -0.97
```

For the LUMO energy (alpha / beta), the calculation gives 0.25 / 0.14 eV. The HOMO-LUMO gap (alpha / beta) comes out at 3.80 / 7.37 eV. The spin multiplicity is 2. As for the HOMO energy (alpha / beta): -3.558 / -7.221 eV.

=====

(z)
The following is a quantum chemistry calculation of a 2-piece molecular cluster, C3H10NO overall, from the Open Molecules 2025 dataset.

Geometry as XYZ:
```
15
Properties=species:S:1:pos:R:3:nbo_charge:R:1
C 1.70 1.24 -1.07 -0.53
N 1.40 -0.08 -0.44 -1.07
H 0.81 1.86 -1.03 0.21
H 2.61 1.65 -0.64 0.23
H 1.93 1.05 -2.11 0.21
H 0.80 0.02 0.39 0.42
H 2.25 -0.53 -0.10 0.27
H 0.75 -0.67 -0.96 0.37
C -1.70 0.33 -0.31 -0.51
C -1.50 -0.27 0.91 0.09
O -0.43 -1.24 1.02 -0.78
H -2.67 0.74 -0.57 0.22
H -0.93 0.27 -1.09 0.19
H -2.04 -0.16 1.85 0.20
H -0.46 -1.57 1.93 0.48
```

For the LUMO energy (alpha / beta), the calculation gives 0.79 / 0.68 eV. The HOMO-LUMO gap (alpha / beta) comes out at 3.85 / 10.42 eV. The spin multiplicity is 2. As for the HOMO energy (alpha / beta): -3.056 / -9.744 eV.

=====

(x) has the most favorable energy; the next structure is 1.884 eV above.

=====

(w)
The following is a quantum chemistry calculation of one molecule with the formula CHNO5S, from the Open Molecules 2025 dataset.

Geometry as XYZ:
```
9
Properties=species:S:1:pos:R:3:nbo_charge:R:1
C -0.82 -0.90 0.55 0.78
N -0.19 -0.20 1.63 0.09
O -1.39 -1.96 0.71 -0.52
O -0.95 -0.14 -0.54 -0.70
O 0.82 -0.52 2.15 -0.20
O 0.66 0.98 -2.12 -0.88
O 0.90 1.29 0.40 -0.87
S -0.05 1.43 -0.69 1.76
H 1.02 0.03 -2.09 0.52
```

For the LUMO energy (alpha / beta), the calculation gives -0.84 / -0.84 eV. The HOMO-LUMO gap (alpha / beta) comes out at 8.61 / 8.61 eV. As for the HOMO energy (alpha / beta): -9.452 / -9.452 eV.

=====

(x)
The following is a quantum chemistry calculation of one molecule with the formula CHNO5S, from the Open Molecules 2025 dataset.

Geometry as XYZ:
```
9
Properties=species:S:1:pos:R:3:nbo_charge:R:1
C -0.40 -0.16 -0.77 0.82
N 0.54 0.43 -1.86 0.48
O 1.35 -0.30 -2.32 -0.28
O -1.57 -0.39 -0.87 -0.47
O 0.41 1.65 -1.93 -0.33
O 0.05 -0.10 2.88 -0.81
O 0.42 -0.56 0.42 -0.70
S -0.32 -1.17 1.71 0.81
H -0.49 0.60 2.74 0.47
```

For the LUMO energy, the calculation gives -0.89 eV. The HOMO-LUMO gap comes out at 8.69 eV. As for the HOMO energy: -9.580 eV.

=====

(w) has the most favorable energy; the next structure is 0.875 eV above.